# C21H35N2O4

A structure of composition C21H35N2O4 in a non-equilibrium geometry (wB97M-V/def2-TZVPD, OMol25).

The highest occupied orbital energy comes out at -11.25 eV. Its max |F| is 15.655 eV/Å. Its total charge is +1. For the energy relative to the best compared isomer or geometry (same formula, charge and spin), the calculation gives 447.97 kcal/mol. The calculation puts the LUMO energy at -2.38 eV. The calculation puts the gap between HOMO and LUMO at 8.872 eV.

CARTESIAN COORDINATES (ANGSTROEM)
1 C 0.4734 1.1136 -6.2143
2 H -0.0192 1.9020 -6.7365
3 H 1.4197 0.8052 -6.4071
4 H -0.2284 0.2162 -6.4276
5 O 0.0680 1.6586 -4.9307
6 C 0.7436 0.8372 -3.9703
7 C 1.3750 -0.3598 -4.1892
8 C 1.5285 -1.3844 -3.1581
9 C 1.4822 -0.9061 -1.8859
10 C 1.0285 0.4493 -1.5270
11 C 0.6773 1.0469 -2.6991
12 O -0.0200 2.3012 -2.3763
13 C -0.3707 3.5935 -3.1331
14 H 0.7422 3.6305 -3.6988
15 H -0.6313 4.2822 -2.5687
16 H -0.8945 3.2796 -3.8799
17 O 0.9790 0.9357 -0.1745
18 C 1.6361 2.0911 0.1370
19 H 1.0932 2.7161 -0.3295
20 H 2.7789 1.9727 -0.0142
21 H 1.2514 2.1098 1.1384
22 C 2.1894 -1.7168 -0.7190
23 N 0.9451 -2.0756 0.2745
24 H 0.6064 -1.0773 0.5963
25 C 1.1158 -2.9147 1.4170
26 C 0.0636 -3.1387 2.4172
27 H -0.2040 -3.9803 2.2315
28 H 0.3083 -3.1331 3.4050
29 C -1.0415 -2.2144 1.8681
30 N -0.8348 -0.7973 2.0413
31 C -0.4186 -0.5835 3.3062
32 H 0.5561 -0.6497 3.3095
33 C -0.6164 0.9919 3.6476
34 O -0.6292 1.8876 2.4112
35 C -1.6373 1.5192 1.5015
36 C -2.7474 2.1847 1.7294
37 H -3.4250 2.2121 2.6872
38 H -2.2546 3.4519 1.6441
39 H -3.5622 2.1173 0.9494
40 C -1.9053 -0.1022 1.5560
41 H -2.3694 -0.2381 0.8392
42 H -2.5569 -0.1156 2.3475
43 H -1.1651 1.6761 0.4475
44 C 0.4096 1.7290 4.5488
45 H 0.1674 2.5655 4.6625
46 H 1.3396 1.5478 4.2702
47 H 0.4066 1.1127 5.6030
48 H -1.6596 1.2793 4.2370
49 H -0.9720 -1.1723 4.0965
50 C -1.3853 -2.7740 0.3592
51 C -0.2463 -2.8080 -0.3775
52 H -0.4449 -2.3437 -1.3493
53 H 0.0482 -3.8773 -0.4050
54 H -1.8282 -3.6649 0.6313
55 H -2.1686 -2.0475 0.1840
56 H -1.7810 -2.6079 2.6471
57 H 1.8846 -1.9882 2.0268
58 H 1.9374 -3.5559 1.1311
59 H 2.4701 -2.7230 -0.9407
60 H 2.9851 -1.0793 0.1595
61 H 1.9115 -2.2895 -3.2557
62 H 1.3956 -0.8974 -5.0918

Atomic forces in eV per Å
C -6.846 -0.022 0.015
H 0.790 0.399 -1.827
H 3.069 0.020 -0.191
H 1.218 1.042 0.384
O 3.713 -3.208 1.999
C -0.001 -1.843 -4.876
C -0.965 -4.178 0.049
C -0.660 7.013 0.002
C 1.622 1.169 4.915
C 1.730 -3.336 -0.091
C -4.047 9.144 5.933
O -0.863 -0.066 1.718
C 10.923 -8.236 -3.599
H -2.919 1.507 1.490
H -2.230 6.021 5.545
H -4.059 -1.112 -4.100
O -1.166 -5.711 -4.138
C 4.389 -3.456 3.443
H -2.370 5.985 -3.753
H -1.917 0.814 0.270
H 1.086 0.954 1.226
C -2.021 1.712 3.372
N -3.003 2.269 -1.997
H 0.235 -1.915 -0.461
C 8.586 5.128 3.553
C 1.877 8.760 -2.898
H -4.128 -10.309 -1.782
H 1.066 0.825 2.601
C -1.345 -3.026 1.850
N 1.791 -4.104 -5.136
C -4.098 4.843 3.981
H 5.255 -1.172 0.858
C -2.205 2.761 0.663
O 0.938 -2.348 1.973
C 7.312 -6.568 -2.781
C -8.221 9.600 0.828
H 2.074 -0.645 -1.202
H -2.146 -3.398 0.300
H 1.121 0.047 0.363
C 6.169 7.726 12.112
H -6.867 -3.582 -12.766
H -2.811 -0.145 1.989
H -1.053 0.069 1.630
C -0.669 -15.548 1.704
H -3.490 12.724 1.762
H 4.333 -0.234 -1.777
H -0.305 1.710 -2.158
H 2.170 -1.380 -1.734
H 0.537 0.382 -0.509
C -4.338 4.162 7.396
C 4.852 -0.038 -4.601
H 0.592 -0.611 -0.223
H 0.526 0.681 -0.848
H -0.967 -2.097 -0.123
H -0.126 -0.218 -1.314
H -0.767 1.060 -1.357
H -1.487 -2.807 -1.021
H -0.395 -1.294 0.338
H 1.080 -0.306 -0.660
H -2.406 -2.008 -3.292
H 1.598 -3.894 -1.322
H 0.240 0.289 -1.724

natural (NBO) population analysis, charges in e, atoms 1 to 2: -0.265 0.220